Record 1
Entry from the OMol25 dataset: C4H7ClN2S in the gas phase in a non-equilibrium geometry (wB97M-V/def2-TZVPD).

Last column: Mulliken charge in e.
Atoms and positions in Å:
H 0.65047 -1.91517 -1.08609  0.2419
H -1.63447 0.60617 -0.48021  0.2213
H -1.06327 -1.45310 -2.45216  0.2885
N -0.61583 0.03382 1.62362  -0.3983
C 1.30820 0.55978 0.32068  0.3434
H -1.04967 -1.15486 -0.41021  0.1434
C 0.49602 0.89433 -0.77029  -0.1611
S -1.88449 1.13833 0.90561  -0.1610
N -0.17929 0.23200 -1.72857  -0.4794
H 1.32611 -0.09117 2.47269  0.3063
C 0.76940 0.24511 1.51868  -0.2736
H 0.42782 2.12435 -0.95530  0.2596
Cl 3.04225 0.78141 0.21060  -0.1935
H -1.21021 -0.73868 2.29465  0.2980
C -0.38303 -1.26232 -1.46371  -0.4354

Values from the calculation:
- HOMO-LUMO gap (eV) = 8.640
- HOMO (eV) = -8.62
- structure (SMILES) = C/N=C\C(Cl)=C/NS
- charge = 0
- LUMO level (eV) = 0.02

***

Record 2
Entry from the OMol25 dataset: 2 unconnected molecules or ions with the total composition C4H7ClO in a non-equilibrium geometry (wB97M-V/def2-TZVPD).

Last column: Mulliken charge in e.
Atoms and positions in Å:
H -1.51158 -0.15059 1.48741  0.2910
C 1.97886 -0.50895 -0.27628  -0.5895
H 1.96929 -1.49352 -0.80597  0.1980
C 1.43438 -0.32145 1.14137  -0.1710
H -2.20047 1.21569 0.33773  0.2540
H -2.46285 -0.37599 0.08539  0.2564
H 2.72044 0.29417 -0.47155  0.2065
C -1.71994 0.25995 0.46145  -0.6491
H 1.65612 -0.47384 2.24439  0.3046
C 0.57434 -0.21031 0.17206  0.2356
H -1.53663 1.59014 -4.72111  0.2173
O -0.59171 0.11318 -0.41791  -0.3352
Cl -0.72122 0.68466 -4.58789  -0.2185

Values from the calculation:
- HOMO-LUMO gap (eV) = 9.385
- HOMO (eV) = -8.49
- structure (SMILES) = COC1=CC1.Cl
- charge = 0
- LUMO level (eV) = 0.89

***

Record 3
Entry from the OMol25 dataset: C4H7ClO in the gas phase in a non-equilibrium geometry (wB97M-V/def2-TZVPD).

Last column: Mulliken charge in e.
Atoms and positions in Å:
C -0.33791 0.89908 1.34015  -1.2513
H -0.50556 1.92384 1.10358  0.3102
H 0.53911 1.04400 -2.17976  0.2962
C -0.02665 0.24048 -0.07758  1.2108
O -2.27845 -0.52252 -0.16024  -0.4286
H 1.44000 1.71992 -0.80997  0.3875
H -1.24803 0.51165 1.79937  0.3453
H 0.48272 0.89711 2.08435  0.3390
Cl 1.46276 -0.75922 0.12440  -0.2285
C 0.44890 1.32844 -1.02845  -1.3763
H -0.25564 2.25632 -1.06109  0.3111
C -1.12564 -0.72625 -0.38427  -0.2407
H -0.84414 -1.71645 -0.86834  0.3254

Values from the calculation:
- HOMO-LUMO gap (eV) = 11.075
- HOMO (eV) = -10.35
- structure (SMILES) = CC(C)(Cl)C=O
- charge = 0
- LUMO level (eV) = 0.73

***

Energy above the lowest of the compared OMol25 structures with the same formula, charge and spin (computed, kcal/mol): 125.41; 93.04; 23.78